{"formula": "C3H10NOS", "method": "the ωB97M-V functional and the def2-TZVPD basis", "species": ["C", "C", "C", "S", "N", "H", "H", "H", "H", "H", "H", "H", "H", "H", "H", "O"], "positions_angstrom": [[0.288852, -1.598749, 1.260478], [-0.207526, -0.197979, 1.257593], [0.230954, 0.753722, 0.036889], [-1.150716, 1.131086, -1.199300], [-1.729849, -0.117651, 1.351777], [1.281758, -1.594640, 1.563236], [0.244380, -2.200669, 0.358211], [-0.237191, -2.261026, 2.097925], [0.186507, 0.428092, 2.244028], [0.813060, 1.677980, 0.365654], [0.999752, 0.251382, -0.578664], [-2.111196, 0.694045, 0.869896], [-2.081826, -0.878010, 0.841303], [2.180646, -0.915855, -0.947706], [3.006462, -0.838656, -2.186153], [3.045544, -0.672303, -1.278893]], "forces_ev_per_angstrom": [[-1.9, -1.9, 1.9], [-1.8, 4.5, 1.0], [0.6, -0.2, -0.8], [1.0, 0.1, 0.5], [1.7, -0.1, 2.0], [2.1, 0.0, 0.5], [-0.4, 0.4, -0.5], [0.8, 1.5, -1.6], [-0.8, -2.0, -2.1], [-1.2, -0.9, 0.0], [-0.4, 0.1, 0.4], [0.6, 0.0, -0.2], [-0.6, -1.2, -0.9], [-0.3, 0.0, 0.2], [-0.1, -0.3, -2.2], [0.7, 0.1, 2.0]], "charge": -1, "lumo_ev": 3.7, "homo_energy_ev": -2.6, "energy_ev": -17645.785, "e_above_lowest_kcal_mol": 38.2, "gap_ev": 6.3, "spin_multiplicity": 1}

=====

{"formula": "C6H41N2O12", "method": "the ωB97M-V functional and the def2-TZVPD basis", "species": ["N", "C", "C", "C", "N", "C", "C", "C", "H", "H", "H", "H", "H", "H", "H", "H", "H", "H", "H", "H", "H", "H", "H", "H", "H", "H", "H", "O", "H", "H", "O", "H", "H", "O", "H", "H", "O", "H", "H", "O", "H", "H", "O", "H", "H", "O", "H", "H", "O", "H", "H", "O", "H", "H", "O", "H", "H", "O", "H", "H", "O"], "positions_angstrom": [[1.409018, -1.258061, 0.824274], [0.365660, -1.251780, -0.272523], [0.921465, -1.937126, -1.509775], [-0.086472, 0.179209, -0.608084], [-0.421769, 0.915957, 0.635864], [-1.346374, 2.056542, 0.358722], [-0.797075, 3.117378, -0.576966], [0.401216, 3.851432, 0.006653], [2.159470, -0.539593, 0.661966], [1.861200, -2.179873, 0.891892], [0.999677, -1.047057, 1.739305], [-0.509165, -1.844086, 0.136594], [1.119501, -2.993707, -1.420613], [0.217684, -1.933995, -2.379193], [1.887823, -1.483537, -1.815910], [-0.929315, 0.134558, -1.202092], [0.665978, 0.688192, -1.197691], [0.446154, 1.295568, 1.090340], [-2.282107, 1.639481, -0.042031], [-1.580663, 2.513703, 1.371609], [-1.623817, 3.891416, -0.837554], [-0.544616, 2.622057, -1.633341], [0.177780, 4.291538, 0.976016], [1.250608, 3.212450, 0.152081], [0.772368, 4.624552, -0.695958], [2.018273, 0.418489, 4.135682], [0.642406, 0.473667, 3.402674], [1.578073, 0.316258, 3.241605], [-0.508669, -1.980757, 3.594903], [-1.304527, -1.504461, 2.255783], [-0.499286, -2.083436, 2.582059], [2.393606, 0.776158, -1.354010], [2.084743, 1.127592, -2.852271], [2.807356, 1.007999, -2.222866], [-2.613333, -0.716649, 0.638114], [-3.535320, -0.922913, 1.873092], [-2.620428, -0.727002, 1.631762], [-0.291734, 0.594041, -3.384313], [0.519640, 1.360360, -4.499698], [0.492189, 1.168278, -3.523669], [4.436075, 3.358954, -0.754426], [4.062429, 2.025509, -1.380283], [4.385695, 2.424434, -0.562554], [-0.381624, -5.002306, 1.476592], [-0.384697, -3.491245, 1.729020], [-0.331275, -4.206509, 1.015715], [3.373460, 1.637951, 0.483323], [2.568983, 1.245672, 1.812297], [2.580408, 1.125556, 0.873082], [-2.665741, -2.107618, -0.958701], [-3.877150, -1.122324, -1.225308], [-2.899543, -1.151762, -1.000936], [-1.986093, -0.960841, -3.960786], [-2.041869, -0.640469, -2.525498], [-1.704647, -0.373747, -3.284438], [-1.450672, 0.427463, 2.540489], [-1.816803, 0.569492, 4.053237], [-1.067536, 0.583111, 3.431054], [-2.702142, -4.504948, -0.960639], [-1.561521, -3.958856, -0.147563], [-2.232956, -3.750358, -0.826112]], "forces_ev_per_angstrom": [[0.5, -0.3, -0.8], [-0.9, -0.7, -0.1], [0.3, 0.0, -1.1], [2.0, 0.2, 2.7], [0.3, 0.6, -0.2], [0.0, -0.1, 1.2], [-0.8, 0.4, -2.5], [0.2, 0.5, -0.9], [-0.5, 0.0, 0.1], [-0.4, 0.3, 0.0], [-0.1, -0.1, 0.0], [1.1, 0.8, -0.4], [0.1, -0.5, 0.7], [0.5, 0.6, 0.8], [-0.7, 0.0, 0.0], [-1.7, -0.2, -1.0], [0.1, 0.0, 0.0], [-1.1, -0.5, -0.9], [0.2, 0.1, 0.1], [0.2, -0.4, -1.1], [1.2, -1.3, 0.6], [-0.4, 1.1, 2.2], [-0.2, 0.2, 0.0], [0.4, -0.6, 0.1], [-0.4, -0.2, 0.5], [-0.8, -0.2, -1.6], [-0.8, 0.2, 0.3], [1.7, 0.0, 1.6], [0.0, -0.2, -2.4], [1.4, -1.3, 0.7], [-1.5, 1.2, 1.9], [0.5, 0.5, -1.3], [-0.5, -0.1, 0.0], [0.5, -0.5, 1.5], [-0.1, 0.0, 0.5], [0.2, -0.1, 0.1], [-0.4, 0.0, -0.5], [0.2, 0.1, -0.3], [-0.2, -0.3, 1.5], [-0.1, 0.4, -1.7], [0.0, 0.4, 0.1], [-0.2, -0.3, -0.5], [0.4, -0.1, 0.3], [-0.1, -2.3, 1.1], [0.0, -0.7, -0.7], [0.2, 2.8, -0.3], [-1.0, -0.3, 0.5], [0.0, 0.0, 1.1], [1.4, 0.5, -1.8], [-0.2, -0.4, 0.0], [1.7, -0.1, 0.4], [-1.8, 0.2, -0.4], [-0.4, -0.7, -0.9], [-2.8, -2.1, 5.7], [2.9, 2.7, -5.2], [0.2, 0.3, 0.3], [0.5, 0.1, -0.3], [-0.8, 0.1, 0.4], [-2.2, -3.3, -0.7], [0.3, -0.1, 0.2], [1.9, 3.5, 0.5]], "charge": 1, "lumo_ev": -2.5, "homo_energy_ev": -11.8, "energy_ev": -34434.038, "e_above_lowest_kcal_mol": 9.1, "gap_ev": 9.4, "spin_multiplicity": 1}

=====

{"formula": "C14H23BN3S", "method": "the ωB97M-V functional and the def2-TZVPD basis", "species": ["C", "C", "N", "B", "S", "H", "H", "H", "H", "H", "H", "H", "H", "H", "C", "N", "C", "C", "C", "C", "C", "C", "C", "C", "N", "C", "C", "C", "H", "H", "H", "H", "H", "H", "H", "H", "H", "H", "H", "H", "H", "H"], "positions_angstrom": [[-3.607074, -3.166981, 3.405649], [-2.926053, -1.861370, 2.671731], [-1.909779, -1.170805, 3.555262], [-2.291313, 0.308128, 3.544087], [-3.796449, 0.527243, 4.687193], [-2.789213, -3.971627, 3.668382], [-4.203877, -2.820791, 4.358281], [-4.334058, -3.654865, 2.625754], [-2.357311, -2.128851, 1.657355], [-3.831422, -1.164156, 2.341117], [-2.025128, -1.535780, 4.547361], [-2.533693, 0.586105, 2.405578], [-1.369545, 0.973347, 3.895380], [-4.851883, 1.117496, 3.927793], [-3.090140, 1.706139, -0.091130], [-1.735646, 1.339595, -0.551555], [-1.585612, 0.758203, -1.763001], [-0.313831, 0.437630, -2.245030], [0.822945, 0.720837, -1.481748], [0.622626, 1.301469, -0.223132], [-0.663173, 1.601632, 0.224310], [2.185355, 0.451660, -1.976143], [3.121192, 1.487154, -2.087688], [4.424280, 1.224771, -2.507438], [4.805923, -0.034664, -2.809511], [3.923754, -1.057518, -2.738284], [2.607744, -0.834461, -2.326570], [6.200567, -0.311332, -3.205270], [-3.705434, 0.802861, -0.097753], [-3.481666, 2.456231, -0.784008], [-3.042211, 2.119249, 0.918866], [-2.485724, 0.565616, -2.341767], [-0.227124, -0.012911, -3.233141], [1.467012, 1.526424, 0.427081], [-0.836290, 2.057560, 1.195761], [2.846554, 2.514261, -1.850413], [5.165186, 2.016194, -2.594315], [4.285936, -2.048558, -2.999560], [1.929476, -1.683800, -2.260928], [6.184871, -0.792236, -4.186065], [6.632911, -0.971002, -2.447567], [6.767318, 0.621902, -3.254925]], "forces_ev_per_angstrom": [[0.3, 0.1, -1.0], [-0.4, -0.9, 0.0], [-1.5, -1.2, 0.1], [0.8, -0.4, -0.2], [-2.1, 1.2, -0.3], [-1.6, 1.6, -0.3], [1.3, -0.7, -1.9], [1.2, 0.8, 1.6], [-1.3, 0.1, 1.9], [1.8, -1.3, 0.9], [0.1, 0.4, -1.7], [-0.3, 0.5, -0.9], [0.5, 0.6, 0.5], [1.5, -0.7, 0.8], [-0.4, 0.2, 0.0], [0.6, -0.1, -0.1], [0.9, -0.1, 0.1], [-0.6, 0.0, 0.0], [-1.0, 0.4, 0.6], [0.0, 0.0, -0.1], [0.2, -0.2, -0.2], [0.9, -0.1, -0.2], [0.4, 0.0, -0.1], [-0.7, -0.1, 0.2], [-0.5, 0.3, 0.1], [-0.7, 0.4, 0.3], [0.5, -0.3, -0.2], [0.2, -0.2, 0.0], [0.1, 0.2, 0.1], [0.0, -0.2, 0.1], [0.1, -0.3, -0.2], [0.2, 0.1, 0.2], [-0.1, 0.1, 0.3], [-0.3, 0.0, -0.1], [-0.2, -0.2, -0.1], [0.1, -0.3, -0.1], [-0.1, -0.3, 0.0], [0.0, 0.2, 0.1], [0.2, 0.2, 0.0], [0.1, 0.1, 0.2], [0.0, 0.1, -0.2], [-0.2, -0.2, 0.0]], "charge": 1, "lumo_ev": -5.7, "homo_energy_ev": -7.9, "energy_ev": -30863.077, "gap_ev": 2.2, "spin_multiplicity": 1}

=====

{"formula": "C22H14CrN2O6", "method": "the ωB97M-V functional and the def2-TZVPD basis", "species": ["O", "C", "Cr", "C", "O", "C", "O", "C", "C", "C", "C", "C", "C", "C", "C", "C", "C", "C", "C", "C", "C", "C", "H", "H", "H", "H", "H", "H", "H", "H", "H", "H", "H", "C", "C", "O", "N", "C", "O", "N", "C", "O", "H", "H", "H"], "positions_angstrom": [[-3.204129, -0.849922, 4.133112], [-3.159952, -0.374053, 3.070540], [-3.178891, 0.687042, 1.495348], [-2.247427, 1.942803, 2.563450], [-1.773747, 2.671778, 3.340259], [-4.739000, 1.448862, 2.262111], [-5.600699, 1.909435, 2.896200], [-3.957455, -0.639619, -0.023542], [-2.681979, -1.050048, 0.354077], [-1.615376, -0.140728, 0.362629], [-1.807488, 1.174144, -0.118591], [-0.666895, 2.182532, -0.020742], [0.329631, 2.911479, 0.013745], [1.494892, 3.842526, 0.066379], [2.281127, 3.590651, 1.335464], [3.111157, 4.589415, 1.828561], [4.098013, 4.338577, 2.778489], [4.218714, 3.062072, 3.352238], [3.280391, 2.075790, 2.994229], [2.297348, 2.359853, 2.032049], [-3.121059, 1.607695, -0.406569], [-4.173991, 0.680233, -0.410874], [-4.789674, -1.333153, 0.028217], [-2.500661, -2.052206, 0.701953], [-0.628260, -0.408571, 0.768137], [1.146716, 4.876034, -0.060766], [3.029916, 5.592462, 1.441437], [4.829501, 5.109709, 3.050924], [5.046129, 2.825006, 4.052531], [3.359125, 1.072518, 3.445948], [1.583355, 1.578669, 1.798113], [-3.292850, 2.679915, -0.596673], [-5.160477, 1.032070, -0.668510], [2.259853, 4.051345, -1.304050], [1.547223, 4.224824, -2.665333], [0.791175, 3.378290, -3.120497], [1.899133, 5.263318, -3.552112], [2.891891, 6.238442, -3.401314], [3.028073, 7.226533, -4.090239], [3.730729, 5.886871, -2.335552], [3.551796, 4.881605, -1.372207], [4.542701, 4.604998, -0.703251], [2.598641, 3.021448, -1.324166], [1.273907, 5.455085, -4.330794], [4.498292, 6.539533, -2.188448]], "forces_ev_per_angstrom": [[0.2, 1.4, -3.9], [0.1, -2.2, 5.1], [1.3, -2.0, 2.7], [2.7, 4.2, 3.7], [-1.6, -2.5, -2.7], [-6.9, 3.3, 3.0], [3.2, -1.5, -1.9], [-0.8, -0.5, -1.2], [0.3, -0.7, -0.1], [1.8, 0.2, -0.9], [2.6, 2.0, -0.4], [0.7, -0.1, -0.3], [-2.0, -1.1, -0.8], [-1.8, 2.0, -0.3], [0.7, -0.4, 0.6], [0.5, 0.2, 0.1], [0.2, -0.5, 0.5], [-0.1, -0.1, -0.3], [0.2, 0.4, 0.1], [0.5, 0.0, -0.4], [0.4, 1.2, -0.9], [-0.5, 0.1, -1.7], [0.1, 0.0, 0.0], [-0.1, -0.2, 0.1], [-0.6, 0.0, -0.4], [-1.1, 0.0, 1.9], [0.1, 0.1, -0.3], [-0.5, -0.2, -0.1], [-0.7, 0.2, -0.5], [-0.3, 0.7, -0.3], [0.1, 0.0, -0.2], [0.1, -0.8, -0.1], [-0.1, -0.1, 0.1], [1.7, -1.7, -1.6], [-1.1, -1.2, -1.3], [0.3, 0.8, 1.2], [0.0, 0.9, 0.5], [-0.1, -0.1, 0.8], [-0.2, -1.3, 0.6], [-0.8, 0.7, -0.1], [2.4, -0.4, 0.9], [-1.7, 0.3, -0.4], [0.9, -0.2, -1.1], [0.0, -0.5, 0.2], [0.0, -0.5, 0.1]], "charge": 1, "lumo_ev": [-3.8, -6.1], "homo_energy_ev": [-10.4, -11.5], "energy_ev": -66716.314, "e_above_lowest_kcal_mol": 20.4, "gap_ev": [6.7, 5.5], "s2": 3.80, "spin_multiplicity": 4}